13
Properties=species:S:1:pos:R:3:forces:R:3 method="wB97M-V/def2-TZVPD" energy_ha=-286.43358 largest_force_ha_per_bohr=0.0201 homo_ev=-8.72 relative_energy_kj_mol=520.0 charge=0
C -0.6114 1.0661 0.7269 0.5 0.2 0.1
C 0.2021 1.8673 0.1667 -0.5 0.1 0.5
N -1.0662 1.5340 -0.5845 -0.6 0.2 -0.5
H -0.9761 0.5161 1.5477 -0.3 -0.6 0.5
H 0.9006 2.6513 0.2502 0.7 0.4 -0.2
H -1.7631 2.2610 -0.3869 0.0 0.0 -0.3
C -0.3388 -1.6549 -0.4946 0.0 -0.2 -0.1
C 0.8995 -1.7150 -0.0190 -0.3 -0.3 0.2
O 1.8157 -0.7400 -0.0495 0.4 0.9 -0.1
H -0.9904 -2.4988 -0.3920 -0.1 -0.4 0.1
H -0.7418 -0.8259 -1.0531 0.1 0.3 0.0
H 1.3071 -2.5748 0.4949 -0.2 -0.2 0.0
H 1.3629 0.1136 -0.2068 0.3 -0.4 -0.1

---

10
Properties=species:S:1:pos:R:3:forces:R:3 method="wB97M-V/def2-TZVPD" energy_ha=-1649.12856 multiplicity=4 largest_force_ha_per_bohr=0.1155 s2=3.755 homo_ev="-22.12 / -22.39" charge=+2
O -1.7566 0.0928 -1.1751 3.1 -0.5 0.5
Co -0.7565 -0.5332 0.2897 0.9 0.1 0.5
O -3.3714 0.4242 -2.6408 2.2 -0.2 -2.2
C -2.3220 0.2387 -2.2067 -5.8 0.7 1.2
C 1.3770 0.5173 0.5728 -0.4 0.7 -0.7
C 1.3193 -0.6006 1.3248 -0.6 -1.0 0.2
H 1.7807 0.4963 -0.4438 0.1 0.1 0.2
H 1.0606 1.4848 0.9745 0.2 -0.1 -0.1
H 1.6985 -1.5534 0.9420 0.1 0.2 0.2
H 0.9703 -0.5667 2.3627 0.2 0.0 -0.1

---

23
Properties=species:S:1:pos:R:3:forces:R:3 method="wB97M-V/def2-TZVPD" energy_ha=-533.80825 largest_force_ha_per_bohr=0.0168 homo_ev=-7.65 relative_energy_kj_mol=398.3 charge=0
C 2.2662 0.5656 -2.6601 -0.4 -0.2 0.1
C 1.4338 1.2418 -1.6583 0.2 0.0 -0.2
C 0.7539 1.8051 -0.8448 -0.1 0.0 0.1
C -0.1002 2.4160 0.1670 0.4 -0.2 -0.4
O -0.7755 1.8101 0.9526 -0.1 0.0 0.1
O -0.0416 3.7577 0.1158 -0.1 0.0 0.1
H 1.6697 -0.1625 -3.2348 0.2 0.3 0.2
H 3.0738 0.0225 -2.1770 0.0 -0.1 0.1
H 2.7132 1.2752 -3.3506 -0.1 0.1 -0.1
H -0.6285 4.0728 0.8203 0.0 0.1 0.0
C 0.8825 -1.4850 2.0655 0.3 0.0 0.2
N 0.4552 -1.4121 0.8617 -0.1 0.0 0.0
N -0.8440 -1.2801 0.6062 0.0 -0.1 0.0
C -1.8220 -1.2131 1.6611 0.7 0.1 0.4
C -1.1931 -1.2089 -0.7963 0.7 -0.4 -0.1
H 0.2601 -1.4451 2.9608 0.0 0.0 -0.2
H 1.9606 -1.5919 2.2003 -0.3 0.0 -0.1
H -2.7928 -1.1125 1.2190 -0.5 0.1 -0.2
H -1.6286 -0.3420 2.3243 -0.1 -0.4 -0.3
H -1.8041 -2.1308 2.2766 0.0 0.2 -0.1
H -0.8697 -2.1277 -1.3255 -0.2 0.4 0.2
H -2.2578 -1.0979 -0.8973 -0.4 0.0 0.0
H -0.7110 -0.3574 -1.2865 -0.1 -0.1 0.1

---

79
Properties=species:S:1:pos:R:3:forces:R:3 method="wB97M-V/def2-TZVPD" energy_ha=-3469.78617 multiplicity=6 largest_force_ha_per_bohr=0.0763 s2=8.794 homo_ev="-7.38 / -7.91" relative_energy_kj_mol=0.0 charge=0
Mn -5.8802 0.4564 1.3534 -2.5 2.0 -1.2
C -6.2917 0.4908 3.5241 3.3 0.9 2.0
C -4.9332 0.7789 3.2375 -1.5 -0.1 2.2
C -3.8575 -0.2800 3.3983 0.6 0.0 0.2
C -3.5275 -1.1004 2.1342 0.4 0.2 -0.2
C -4.6987 -1.2970 1.2042 -1.6 -2.5 0.5
C -5.9941 -1.6721 1.6545 2.3 -2.1 -0.7
C -6.2964 -2.0466 3.0917 -0.2 -0.4 0.2
C -6.7156 -0.8659 4.0045 -0.7 -0.5 -0.2
C -5.8299 0.6676 -0.5891 1.1 0.6 -1.3
H -6.9804 1.2987 3.7816 0.3 -0.2 -0.8
H -4.5992 1.8245 3.2470 -0.3 -0.3 -0.2
H -4.0996 -0.9739 4.2200 -0.1 0.4 -0.2
H -2.9294 0.2349 3.6953 -0.3 -0.2 0.0
H -2.7258 -0.5954 1.5710 -0.3 -0.1 0.1
H -3.0896 -2.0719 2.4264 -0.3 0.2 -0.1
H -4.4466 -1.4287 0.1418 -0.3 0.3 0.5
H -6.7252 -2.0425 0.9130 0.5 0.6 0.2
H -5.4553 -2.6015 3.5507 -0.2 0.3 -0.4
H -7.1447 -2.7545 3.0689 0.4 0.3 0.0
H -7.8129 -0.8871 4.1035 0.4 0.2 -0.1
H -6.3240 -1.0573 5.0192 0.0 0.3 -0.3
H -6.5764 1.4377 -0.8470 0.4 -0.4 -0.1
H -6.0968 -0.3221 -1.0074 0.0 0.5 0.0
H -4.8163 0.9501 -0.9241 -0.4 -0.1 -0.4
P 3.5523 1.9074 -0.6576 -0.2 0.7 -0.6
P 3.0425 -0.5211 -2.8710 -0.2 0.3 -0.7
C 4.0954 0.2024 -0.3837 -0.2 -1.3 -0.5
C 3.8511 -0.7950 -1.2765 0.7 0.7 1.1
C 4.9588 2.8626 0.0373 0.1 0.2 0.1
C 5.8359 2.3579 1.0069 0.1 0.5 -0.1
C 6.8578 3.1647 1.5185 -0.1 0.0 -0.1
C 7.0091 4.4811 1.0738 -0.3 -0.2 -0.1
C 6.1408 4.9850 0.0953 0.1 0.0 0.2
C 5.1348 4.1813 -0.4354 0.0 -0.4 0.3
C 2.2415 2.1051 0.6289 0.0 -0.3 0.2
C 1.0280 1.4125 0.4316 0.3 0.2 0.4
C 0.0401 1.4478 1.4167 0.2 0.1 0.1
C 0.2571 2.1466 2.6124 0.2 0.0 -0.2
C 1.4463 2.8632 2.7882 -0.2 -0.1 -0.2
C 2.4209 2.8737 1.7861 -0.2 -0.3 0.1
C 4.3009 -1.3532 -3.9589 0.1 -0.1 0.1
C 5.5382 -0.6974 -4.1235 -0.2 -0.4 0.0
C 6.5790 -1.3256 -4.8068 -0.1 -0.1 0.0
C 6.4055 -2.6111 -5.3359 -0.3 0.1 0.2
C 5.1654 -3.2444 -5.2103 0.0 0.3 0.0
C 4.1054 -2.6062 -4.5551 0.3 0.0 0.1
C 1.7066 -1.7747 -2.8036 -0.2 0.0 0.0
C 0.6419 -1.6235 -3.7155 0.3 -0.3 0.3
C -0.3561 -2.5932 -3.7845 0.0 -0.2 0.1
C -0.3135 -3.7101 -2.9372 0.2 0.2 -0.1
C 0.7242 -3.8404 -2.0111 0.0 0.2 0.1
C 1.7190 -2.8610 -1.9196 -0.4 -0.1 -0.4
H 4.6350 -0.0152 0.5450 -0.2 -0.2 -0.3
H 4.2141 -1.8139 -1.0795 0.0 0.5 0.1
H 5.7261 1.3402 1.3789 0.1 0.3 0.0
H 7.5340 2.7589 2.2723 -0.2 0.1 -0.2
H 7.7969 5.1128 1.4884 -0.2 -0.2 -0.1
H 6.2491 6.0142 -0.2496 0.0 -0.3 0.1
H 4.4635 4.5662 -1.2079 0.2 -0.1 0.3
H 0.8776 0.8282 -0.4801 0.0 0.2 0.2
H -0.9007 0.9178 1.2600 0.3 0.1 0.0
H -0.4985 2.1343 3.4012 0.2 0.0 -0.3
H 1.6225 3.4129 3.7122 -0.1 -0.1 -0.2
H 3.3350 3.4557 1.9233 -0.3 -0.3 0.0
H 5.6914 0.2899 -3.6800 0.0 -0.3 -0.1
H 7.5392 -0.8192 -4.9134 -0.3 -0.1 0.0
H 7.2320 -3.1151 -5.8420 -0.3 0.2 0.2
H 5.0200 -4.2462 -5.6142 0.0 0.3 0.0
H 3.1380 -3.1061 -4.4790 0.3 0.1 0.1
H 0.6223 -0.7521 -4.3761 0.0 -0.3 0.2
H -1.1643 -2.4850 -4.5080 0.2 0.0 0.2
H -1.0891 -4.4759 -3.0031 0.2 0.2 0.0
H 0.7694 -4.7088 -1.3520 -0.1 0.2 -0.2
H 2.5061 -2.9566 -1.1729 -0.2 -0.1 -0.3
O -8.8593 1.5254 3.0151 -0.4 -0.6 -1.7
N -8.9307 1.0223 1.8679 -0.8 -0.1 0.5
O -9.9879 0.6357 1.3490 1.8 0.6 0.8
O -7.8239 0.9023 1.1618 -1.2 0.0 0.5

---

16
Properties=species:S:1:pos:R:3:forces:R:3 method="wB97M-V/def2-TZVPD" energy_ha=-1786.97105 largest_force_ha_per_bohr=0.0555 homo_ev=-9.27 relative_energy_kj_mol=170.0 charge=0
C 0.4997 -0.7445 0.5468 2.2 1.1 0.1
C 0.1995 -1.1142 -0.8643 -2.0 1.5 -1.3
C -1.2267 2.5443 0.4506 0.9 0.9 0.9
O -0.7601 -2.1291 -0.9535 0.0 0.4 -1.4
S 1.1975 -2.0690 1.5686 -0.6 0.1 0.0
S 1.7594 -1.4363 -1.7544 0.7 -0.8 1.3
S -0.1501 3.7552 1.0621 0.9 -1.3 -1.0
S -2.7317 2.7878 1.1657 -0.7 -1.8 -1.0
H 1.2384 0.0551 0.5025 0.6 -0.2 -0.2
H -0.3277 -0.2168 -1.3435 1.1 -1.0 0.5
H -0.2262 -0.1513 1.0206 -1.9 -0.2 0.8
H -0.7514 -2.5870 -0.1375 0.1 -1.1 1.4
H 1.9257 -2.4611 0.5319 0.5 -0.4 0.0
H 1.5314 -0.9225 -2.9171 -0.7 0.6 -1.1
H 0.9579 3.1039 0.5353 -0.7 0.9 0.4
H -3.1356 1.5855 0.5863 -0.5 1.2 0.7

---

49
Properties=species:S:1:pos:R:3:forces:R:3 method="wB97M-V/def2-TZVPD" energy_ha=-3187.27273 largest_force_ha_per_bohr=0.0181 homo_ev=-14.62 charge=+2
Ga 0.0309 -0.2931 -0.3247 -0.6 0.6 0.2
C -1.8928 -0.1992 -2.8798 0.0 -0.1 0.0
C -2.5385 -0.3259 -1.5129 -0.2 -0.1 0.0
N -1.7271 -1.1558 -0.5592 0.3 0.0 -0.4
C -1.6638 -2.5808 -1.0513 0.0 -0.1 0.0
C -0.8621 -3.5490 -0.1995 0.0 0.1 0.0
C -2.2127 -1.0231 0.8588 -0.1 -0.3 0.2
C -1.1202 -1.2591 1.9280 0.1 0.1 0.0
N 0.1349 -0.6809 1.4446 0.3 -0.5 0.7
C 1.3727 -1.2177 1.8083 -0.4 0.3 -0.3
C 2.3799 -1.1576 0.8526 0.1 -0.3 0.2
F 1.9772 -0.6592 -0.4270 0.3 0.0 -0.2
C 3.6411 -1.6759 1.0104 0.2 0.1 -0.3
F 4.5022 -1.6214 0.0032 0.0 0.0 0.0
C 3.9722 -2.2476 2.2199 0.0 -0.1 0.1
C 3.0056 -2.2903 3.2082 0.0 -0.1 0.1
F 3.2948 -2.8136 4.3853 0.0 0.0 0.0
C 1.7190 -1.8023 3.0125 0.0 0.1 0.3
F 0.8316 -1.8465 4.0089 0.0 0.0 -0.1
H -2.4523 0.5214 -3.4751 0.0 0.0 0.0
H -1.8784 -1.1322 -3.4385 0.0 0.0 0.0
H -0.8612 0.1730 -2.8079 0.0 0.0 0.0
H -3.5302 -0.7729 -1.5979 0.0 0.0 0.1
H -2.6571 0.6569 -1.0598 0.0 0.0 0.0
H -1.2305 -2.5475 -2.0481 0.0 0.0 0.0
H -2.6962 -2.9229 -1.1487 0.0 0.0 0.0
H 0.1515 -3.1891 0.0073 0.0 0.0 0.0
H -0.7613 -4.4790 -0.7576 0.0 0.0 0.0
H -1.3518 -3.7922 0.7397 0.0 0.0 0.0
H -3.0227 -1.7311 1.0401 -0.1 0.0 -0.2
H -2.6146 -0.0158 0.9605 0.0 0.0 0.0
H -1.0120 -2.3162 2.1561 0.0 0.0 0.0
H -1.4585 -0.7669 2.8396 0.0 0.0 0.0
H 4.9563 -2.6648 2.3838 0.0 0.1 0.0
C 0.6545 5.0081 -0.8372 0.0 -0.1 0.0
N 0.2862 3.6636 -0.3316 0.0 0.1 0.0
C -0.1019 3.5172 1.0865 0.0 0.0 -0.1
C 0.2766 2.6214 -1.1049 0.2 -0.1 -0.1
C 0.6700 2.6582 -2.5407 0.0 -0.1 0.0
O -0.1222 1.4988 -0.5884 0.0 0.2 -0.3
H 0.4867 5.7248 -0.0421 0.0 0.0 0.0
H 0.0341 5.2818 -1.6864 0.0 0.0 0.0
H 1.7049 5.0352 -1.1181 0.0 0.0 0.0
H 0.1106 4.4469 1.6007 0.0 0.0 0.0
H 0.4594 2.7084 1.5474 0.0 0.0 0.0
H -1.1654 3.2970 1.1626 0.0 0.0 0.0
H 1.0856 3.6077 -2.8549 0.0 0.0 0.0
H -0.2091 2.4373 -3.1491 0.0 0.0 0.0
H 1.4040 1.8720 -2.7236 0.0 0.0 0.0